Record 1
{
  "formula": "C7H14K2N3O5",
  "method": "wB97M-V/def2-TZVPD",
  "homo_ev": [-13.28, -13.28],
  "gap_ha": [0.2839, 0.1237],
  "multiplicity": 2,
  "lumo_ev": [-5.56, -9.92],
  "max_force_ha_per_bohr": 0.1143,
  "s_squared": 0.762,
  "charge": 2,
  "elements": ["K", "K", "C", "O", "H", "H", "H", "C", "N", "O", "O", "H", "H", "H", "C", "N", "O", "O", "H", "H", "H", "N", "C", "C", "C", "C", "H", "H", "H", "H", "H"],
  "coordinates": [[23.414, -5.676, -9.490], [20.724, -5.454, -5.964], [23.285, -7.820, -6.737], [22.208, -7.343, -7.504], [24.213, -7.769, -7.307], [23.401, -7.180, -5.863], [23.018, -8.807, -6.360], [26.362, -10.159, -6.638], [27.638, -10.967, -6.510], [28.232, -10.823, -5.445], [28.073, -11.550, -7.479], [26.556, -9.224, -7.163], [25.814, -10.029, -5.705], [25.632, -10.768, -7.171], [25.940, -4.756, -5.651], [24.616, -4.446, -6.271], [23.721, -4.184, -5.537], [24.600, -4.249, -7.465], [26.724, -4.880, -6.397], [25.592, -5.653, -5.137], [26.238, -4.029, -4.896], [19.786, -12.674, -6.066], [20.598, -11.587, -5.892], [20.005, -10.604, -6.537], [18.805, -11.015, -7.135], [18.663, -12.368, -6.855], [19.874, -13.547, -5.567], [21.508, -11.555, -5.312], [20.444, -9.618, -6.500], [18.144, -10.360, -7.684], [18.038, -13.189, -7.174]],
  "mulliken_spin": [0.00, 0.00, 0.00, 0.00, 0.00, 0.00, 0.00, 0.00, 0.00, 0.00, 0.00, 0.00, 0.00, 0.00, 0.00, 0.00, 0.00, 0.00, 0.00, 0.00, 0.00, -0.07, 0.36, 0.09, 0.19, 0.38, 0.00, 0.02, 0.02, 0.00, 0.01]
}

=====

Record 2
{
  "formula": "C10H14BClN6V",
  "method": "wB97M-V/def2-TZVPD",
  "homo_ev": [-16.77, -16.79],
  "gap_ha": [0.2756, 0.2958],
  "multiplicity": 2,
  "lumo_ev": [-9.27, -8.74],
  "max_force_ha_per_bohr": 0.1281,
  "s_squared": 0.763,
  "charge": 2,
  "elements": ["H", "N", "B", "N", "C", "V", "H", "C", "H", "C", "H", "C", "H", "H", "H", "N", "N", "N", "N", "C", "C", "H", "H", "C", "C", "C", "C", "H", "H", "H", "H", "H", "Cl"],
  "coordinates": [[-2.800, -0.537, 1.184], [-1.147, -1.414, 0.163], [0.467, -2.905, -1.093], [-0.934, -2.596, -0.500], [-2.118, -3.179, -0.671], [0.965, -0.129, 0.349], [-2.143, -4.087, -1.252], [-3.093, -2.449, 0.018], [-4.117, -2.757, 0.136], [-2.458, -1.345, 0.552], [0.506, -3.959, -1.644], [2.524, 0.906, 0.382], [2.049, 1.681, 1.019], [2.860, 1.273, -0.593], [3.287, 0.408, 0.987], [1.457, -2.876, 0.100], [0.880, -1.778, -2.056], [1.566, -1.702, 0.888], [1.040, -0.487, -1.536], [2.263, -3.819, 0.596], [1.126, -1.767, -3.378], [2.315, -4.774, 0.085], [1.080, -2.691, -3.942], [2.895, -3.325, 1.741], [1.423, -0.456, -3.768], [2.437, -2.022, 1.914], [1.352, 0.313, -2.599], [3.598, -3.877, 2.343], [1.677, -0.120, -4.766], [2.706, -1.299, 2.664], [1.539, 1.364, -2.452], [-0.481, -1.223, 0.915], [-0.535, 1.514, 0.617]],
  "mulliken_spin": [0.00, -0.01, 0.03, -0.01, 0.00, 1.14, 0.00, 0.00, 0.00, 0.00, 0.00, -0.06, 0.00, 0.01, -0.01, -0.01, 0.01, -0.01, -0.06, 0.01, 0.00, 0.00, 0.00, 0.00, 0.00, 0.01, 0.00, 0.00, 0.00, 0.00, 0.00, -0.02, -0.02]
}

=====

Record 3
{
  "formula": "C6H12N2",
  "method": "wB97M-V/def2-TZVPD",
  "homo_ev": [-3.14, -10.67],
  "gap_ha": [0.1398, 0.3028],
  "multiplicity": 3,
  "lumo_ev": [0.67, -2.43],
  "max_force_ha_per_bohr": 0.2919,
  "s_squared": 2.018,
  "charge": 0,
  "elements": ["C", "C", "C", "C", "C", "C", "N", "N", "H", "H", "H", "H", "H", "H", "H", "H", "H", "H", "H", "H"],
  "coordinates": [[-2.464, 0.138, 0.157], [-0.433, 1.817, 0.415], [1.039, -0.165, 1.037], [0.540, 0.380, -1.425], [-1.204, -1.911, -0.173], [-0.043, 0.336, 0.152], [-3.503, 0.600, 0.181], [-1.281, -0.435, 0.124], [-1.347, 2.001, 0.994], [0.358, 2.348, 0.883], [-0.663, 2.276, -0.557], [1.560, -1.025, 0.738], [0.538, -0.285, 2.026], [1.805, 0.494, 1.205], [-0.322, 0.853, -2.075], [1.452, 0.993, -1.617], [0.777, -0.707, -1.786], [-2.216, -2.332, 0.057], [-0.911, -2.147, -1.195], [-0.611, -2.322, 0.521]],
  "mulliken_spin": [0.56, -0.05, 0.05, 0.09, 0.21, -0.04, 0.85, 0.40, 0.03, -0.02, -0.01, 0.00, -0.01, 0.00, -0.01, 0.00, 0.01, -0.04, 0.01, -0.02]
}

=====

Record 4
{
  "formula": "C5H8O2",
  "method": "wB97M-V/def2-TZVPD",
  "homo_ev": -9.45,
  "gap_ha": 0.3750,
  "multiplicity": 1,
  "smiles": "C[C@@]12C[C@]1(O)CO2",
  "lumo_ev": 0.76,
  "max_force_ha_per_bohr": 0.0224,
  "charge": 0,
  "elements": ["C", "C", "C", "C", "O", "C", "O", "H", "H", "H", "H", "H", "H", "H", "H"],
  "coordinates": [[-0.064, -0.814, 1.807], [-0.230, -0.107, 0.507], [-0.655, 1.266, 0.130], [0.432, 0.473, -0.697], [1.692, 1.013, -0.828], [-0.089, -0.676, -1.505], [-0.948, -1.021, -0.408], [-1.090, -1.006, 2.149], [0.467, -0.266, 2.586], [0.409, -1.778, 1.610], [-1.733, 1.457, 0.111], [-0.100, 2.149, 0.436], [1.820, 1.207, -1.766], [-0.592, -0.445, -2.450], [0.678, -1.451, -1.684]],
  "lowdin_charge": [0.01, -0.41, 0.04, -0.39, 0.05, -0.10, -0.06, 0.09, 0.09, 0.09, 0.11, 0.11, 0.11, 0.12, 0.14]
}

=====

Record 5
{
  "formula": "C2H6N3O2",
  "method": "wB97M-V/def2-TZVPD",
  "homo_ev": [-3.16, -3.16],
  "gap_ha": [0.2728, 0.2728],
  "multiplicity": 1,
  "lumo_ev": [4.27, 4.27],
  "max_force_ha_per_bohr": 0.0598,
  "charge": -1,
  "elements": ["C", "C", "N", "N", "N", "O", "O", "H", "H", "H", "H", "H", "H"],
  "coordinates": [[-0.753, 0.996, -0.469], [-0.305, -0.282, 0.207], [0.950, -0.756, 0.081], [-1.280, -1.300, 0.192], [2.014, -0.014, 0.091], [2.004, 1.192, 0.351], [3.070, -0.598, -0.186], [-0.673, 0.882, -1.557], [-0.115, 1.814, -0.152], [-1.786, 1.209, -0.200], [-0.470, 0.352, 1.968], [-0.836, -2.197, 0.342], [-1.819, -1.296, -0.667]],
  "lowdin_charge": [-0.13, -0.60, 0.04, 0.02, -0.53, -0.07, -0.08, 0.07, 0.04, 0.06, 0.05, 0.07, 0.06]
}

=====

Record 6
{
  "formula": "C4H11N2O",
  "method": "wB97M-V/def2-TZVPD",
  "homo_ev": -14.58,
  "gap_ha": 0.4303,
  "multiplicity": 1,
  "smiles": "NC(=O)CCC[NH3+]",
  "lumo_ev": -2.87,
  "max_force_ha_per_bohr": 0.0398,
  "charge": 1,
  "elements": ["C", "C", "C", "C", "N", "O", "N", "H", "H", "H", "H", "H", "H", "H", "H", "H", "H", "H"],
  "coordinates": [[1.287, 0.074, -0.635], [0.781, -1.078, 0.205], [-0.360, -0.707, 1.169], [-1.124, 0.478, 0.647], [-1.794, 1.242, 1.522], [-1.140, 0.751, -0.561], [0.643, 0.141, -1.975], [2.362, 0.027, -0.775], [1.265, 1.068, -0.195], [1.615, -1.313, 0.849], [0.500, -1.955, -0.373], [0.030, -0.568, 2.169], [-1.061, -1.493, 1.151], [-2.426, 1.937, 1.118], [-1.889, 0.908, 2.504], [-0.348, 0.256, -1.712], [0.871, 0.926, -2.606], [0.787, -0.694, -2.502]],
  "lowdin_charge": [-0.16, -0.13, -0.08, -0.49, 0.20, 0.00, 0.17, 0.13, 0.14, 0.12, 0.13, 0.13, 0.12, 0.14, 0.15, 0.07, 0.19, 0.15]
}

=====

Record 7
{
  "formula": "C16H23N5O5Si",
  "method": "wB97M-V/def2-TZVPD",
  "homo_ev": -8.74,
  "gap_ha": 0.3167,
  "multiplicity": 1,
  "smiles": "CONc1nc(C#C[Si](C)(C)C)nc2c1ncn2[C@@H]1O[C@H](CO)[C@@H](O)[C@H]1O",
  "lumo_ev": -0.12,
  "max_force_ha_per_bohr": 0.0695,
  "charge": 0,
  "elements": ["C", "C", "N", "N", "N", "O", "O", "O", "O", "O", "C", "C", "C", "C", "C", "N", "N", "C", "C", "C", "C", "C", "C", "C", "C", "C", "Si", "H", "H", "H", "H", "H", "H", "H", "H", "H", "H", "H", "H", "H", "H", "H", "H", "H", "H", "H", "H", "H", "H", "H"],
  "coordinates": [[-0.273, -2.018, -0.366], [-0.219, -2.779, -1.324], [-1.104, 1.523, 3.606], [-0.702, -1.741, 1.887], [-0.613, 0.190, 0.366], [-1.053, -0.784, 5.453], [0.548, 1.224, -2.233], [-0.255, 5.498, -1.525], [0.645, 4.827, 0.849], [-1.590, 2.537, -0.891], [-1.283, 2.601, 2.845], [-0.527, -1.105, 0.691], [-0.792, -0.944, 2.950], [-0.813, 0.869, 1.467], [-0.820, 0.434, 2.768], [-0.832, -1.463, 4.236], [-1.106, 2.240, 1.515], [0.159, -0.176, 5.978], [-0.275, 2.078, -2.927], [-0.089, -5.669, -2.339], [2.460, -4.188, -1.820], [0.690, -3.528, -4.093], [0.099, 4.140, -1.506], [0.316, 3.712, -0.008], [-1.024, 3.056, 0.353], [-0.960, 3.146, -2.044], [0.671, -3.985, -2.283], [0.105, 0.855, -1.422], [0.483, 6.140, -1.327], [0.974, 4.514, 1.746], [-1.590, 3.636, 3.104], [-0.794, -2.492, 4.477], [0.923, -0.922, 6.217], [-0.357, 0.191, 6.903], [0.550, 0.661, 5.354], [-0.972, 1.387, -3.485], [0.258, 2.585, -3.759], [-0.448, -5.851, -1.301], [0.720, -6.391, -2.594], [-0.857, -5.722, -3.057], [3.149, -4.580, -2.608], [2.956, -3.239, -1.628], [2.557, -4.827, -0.857], [0.607, -4.415, -4.659], [-0.012, -2.821, -4.454], [1.728, -3.137, -4.273], [1.091, 4.134, -2.087], [1.114, 2.929, 0.124], [-1.611, 3.954, 0.475], [-1.830, 3.716, -2.498]],
  "lowdin_charge": [0.00, -0.02, 0.12, 0.19, 0.21, -0.17, -0.07, -0.03, -0.04, -0.05, -0.07, -0.33, -0.23, -0.22, -0.14, 0.04, 0.07, -0.07, -0.24, -0.19, -0.20, -0.18, -0.26, -0.23, -0.23, -0.20, 0.39, 0.07, 0.13, 0.13, 0.15, 0.18, 0.08, 0.11, 0.08, 0.13, 0.13, 0.04, 0.05, 0.01, 0.05, 0.02, 0.06, 0.01, 0.01, 0.05, 0.18, 0.17, 0.16, 0.18]
}

=====

Record 8
{
  "formula": "C23H36N4O2",
  "method": "wB97M-V/def2-TZVPD",
  "homo_ev": -8.23,
  "gap_ha": 0.3297,
  "multiplicity": 1,
  "smiles": "CC(C)CCC(=O)N1CCC(N2CCC(C(=O)NCc3ccccn3)CC2)CC1",
  "lumo_ev": 0.75,
  "max_force_ha_per_bohr": 0.0099,
  "charge": 0,
  "elements": ["C", "H", "H", "H", "C", "C", "H", "H", "H", "C", "C", "C", "O", "N", "C", "H", "C", "H", "H", "C", "N", "C", "H", "C", "H", "H", "C", "C", "O", "N", "H", "C", "C", "N", "C", "C", "C", "C", "H", "H", "H", "H", "H", "H", "C", "C", "H", "H", "H", "H", "H", "H", "C", "H", "H", "C", "H", "H", "H", "H", "H", "H", "H", "H", "H"],
  "coordinates": [[-4.990, -6.498, 1.686], [-3.987, -6.458, 2.104], [-5.706, -6.371, 2.496], [-5.132, -7.487, 1.257], [-5.199, -5.426, 0.618], [-6.585, -5.581, -0.004], [-6.709, -6.579, -0.418], [-6.725, -4.859, -0.804], [-7.359, -5.422, 0.746], [-5.050, -4.012, 1.192], [-3.613, -3.646, 1.564], [-2.757, -3.416, 0.326], [-3.222, -3.438, -0.798], [-1.433, -3.200, 0.536], [-0.774, -3.002, 1.805], [-1.425, -3.285, 2.629], [-0.341, -1.541, 1.952], [0.170, -1.393, 2.903], [-1.229, -0.908, 1.936], [0.599, -1.165, 0.799], [1.138, 0.171, 0.985], [0.212, 1.266, 0.746], [-0.735, 1.048, 1.242], [0.782, 2.560, 1.322], [0.887, 2.455, 2.403], [0.088, 3.375, 1.112], [2.152, 2.882, 0.721], [2.040, 3.319, -0.738], [1.017, 3.294, -1.391], [3.218, 3.729, -1.262], [4.006, 3.934, -0.663], [3.302, 4.331, -2.569], [4.092, 5.612, -2.530], [4.797, 5.841, -1.430], [5.519, 6.947, -1.356], [5.582, 7.884, -2.372], [4.849, 7.645, -3.526], [4.091, 6.491, -3.610], [3.505, 6.269, -4.488], [4.867, 8.349, -4.345], [6.183, 8.773, -2.266], [6.069, 7.079, -0.433], [2.281, 4.510, -2.923], [3.785, 3.638, -3.274], [3.054, 1.651, 0.862], [2.374, 0.420, 0.269], [3.030, -0.447, 0.385], [2.204, 0.585, -0.809], [4.015, 1.812, 0.369], [3.234, 1.469, 1.923], [2.598, 3.720, 1.270], [0.021, 1.415, -0.326], [-0.128, -1.425, -0.531], [0.534, -1.213, -1.372], [-1.003, -0.778, -0.609], [-0.581, -2.883, -0.594], [-1.157, -3.070, -1.501], [0.289, -3.549, -0.575], [1.460, -1.845, 0.851], [0.113, -3.648, 1.833], [-3.170, -4.436, 2.172], [-3.618, -2.724, 2.151], [-5.394, -3.298, 0.443], [-5.685, -3.914, 2.076], [-4.451, -5.553, -0.169]],
  "lowdin_charge": [-0.08, 0.06, 0.08, 0.07, -0.44, -0.08, 0.07, 0.08, 0.08, -0.18, -0.10, -0.44, 0.06, -0.06, -0.15, 0.11, -0.11, 0.12, 0.11, -0.33, -0.13, -0.18, 0.12, -0.13, 0.12, 0.12, -0.23, -0.46, 0.07, 0.06, 0.12, -0.12, -0.26, 0.10, -0.14, -0.07, -0.07, -0.02, 0.11, 0.11, 0.10, 0.11, 0.13, 0.13, -0.13, -0.18, 0.12, 0.13, 0.11, 0.12, 0.15, 0.12, -0.11, 0.12, 0.12, -0.14, 0.12, 0.13, 0.14, 0.13, 0.11, 0.12, 0.11, 0.12, 0.13]
}